(1)
The following is a quantum chemistry calculation of C12H7BrCl2N2PdS2 as an isolated structure in a non-equilibrium geometry, from the OMol25 dataset.

Structure (XYZ):
```
27
Properties=species:S:1:pos:R:3:forces:R:3:mulliken_charge:R:1
Pd -0.982426 0.545009 -1.138747 -0.030 0.791 -0.376 0.067
Cl -1.393412 -1.168009 2.068526 -0.296 0.054 -0.106 -0.228
C -0.489018 -2.264743 1.079326 -0.652 -0.448 -1.273 0.761
C 0.583622 -2.854991 1.665345 -0.219 0.828 2.632 -0.688
C 1.414468 -3.664648 0.974279 2.053 -1.157 0.738 -0.175
C 1.231857 -3.892457 -0.346004 -1.172 0.536 -1.693 -0.707
C 0.163648 -3.278193 -1.001195 -0.930 -0.279 1.107 0.542
Cl -0.027942 -3.558142 -2.711123 0.038 -0.030 0.188 -0.260
C -0.818923 -2.524152 -0.282784 0.867 1.030 -0.454 -0.486
S -2.095698 -1.641003 -1.086816 -0.305 -0.144 0.204 -0.423
H 0.737495 -2.608482 2.738255 0.187 -0.303 -0.896 0.254
H 2.314557 -4.086141 1.437534 -0.427 0.154 0.053 0.226
H 1.897444 -4.482383 -0.929274 0.536 -0.372 -0.277 0.403
Br 1.744468 4.841994 1.029322 0.153 -0.030 -0.036 -0.275
C 0.321773 3.832062 0.283642 -1.120 -0.358 0.097 0.166
C -0.897626 3.729467 0.996562 -0.915 -0.268 0.803 -0.200
C -1.935099 3.030783 0.421871 0.905 0.736 0.359 -0.562
C -1.829587 2.536823 -0.923702 0.131 -0.806 -0.102 -0.135
N -0.595871 2.534914 -1.595097 0.243 0.869 1.374 -0.677
C 0.436104 3.161133 -0.888406 -0.487 -0.329 -0.125 -0.155
H -1.002964 4.098730 2.035329 0.180 -0.148 -0.782 0.288
H -2.836189 2.901777 1.010005 -0.132 -0.101 -0.248 0.377
H -2.756107 2.570361 -1.504779 0.384 -0.213 -0.164 0.299
H 1.433585 3.110946 -1.238977 0.705 -0.310 -1.120 0.342
S 2.607512 -0.065734 0.476787 1.780 0.662 2.322 -0.593
C 1.711946 -0.269112 -0.804831 -2.203 -1.148 -3.326 0.645
N 1.062376 -0.535806 -1.765060 0.728 0.787 1.101 -0.807
```
Forces are in eV/Å.

Values from the calculation:
- Frontier orbital gap: 4.9 eV
- Calculated total energy: -4989.6770 Ha
- Total charge: -2
- LUMO level: 0.1677 Eh

***

(2)
The following is a quantum chemistry calculation of C12H7BrKN2O5 as an isolated structure, from the OMol25 dataset.

Structure (XYZ):
```
28
Properties=species:S:1:pos:R:3:forces:R:3:mulliken_charge:R:1
K -0.127698 0.203900 0.308202 0.007 0.224 0.090 0.847
O 1.947451 -0.917955 -3.750092 0.008 -0.032 -0.027 -0.754
C 1.477319 -0.421141 -2.720465 -0.118 0.233 0.305 0.028
O 0.798652 -0.975742 -1.811149 -0.134 -0.386 0.056 -0.634
C 1.739588 1.086972 -2.485568 0.120 -0.008 -0.200 0.287
C 2.475584 1.814863 -3.414536 -0.066 -0.161 0.042 -0.368
C 2.697065 3.162765 -3.182514 0.021 0.069 -0.002 -0.348
C 2.178365 3.738798 -2.034849 -0.126 -0.063 0.189 -0.416
C 1.452653 2.941421 -1.155010 0.030 0.244 -0.012 0.258
N 1.242430 1.645884 -1.382105 0.188 0.100 -0.282 -0.023
C 0.853464 3.551166 0.140440 0.084 -0.485 -0.159 0.163
O 1.065053 4.753855 0.338103 -0.025 0.065 0.000 -0.758
O 0.226113 2.718136 0.844315 -0.170 0.144 0.286 -0.708
H 2.839669 1.278800 -4.280000 0.046 0.098 -0.036 0.465
H 3.266762 3.760492 -3.886213 0.002 -0.023 -0.014 0.386
H 2.292723 4.778559 -1.760616 0.079 0.019 -0.125 0.474
O -2.634345 -6.059108 1.767380 0.001 0.005 0.000 -0.534
C -2.181761 -4.797315 1.563032 -0.012 -0.113 -0.031 0.990
C -1.434585 -4.443478 0.444007 0.032 0.147 0.012 -0.556
C -1.018434 -3.131287 0.324794 0.043 0.038 -0.056 -0.518
N -1.303961 -2.193611 1.237532 0.034 -0.093 -0.102 -0.214
C -2.010803 -2.566071 2.278763 -0.071 0.191 0.207 -0.074
Br -2.385570 -1.183059 3.544293 -0.001 -0.176 -0.077 -0.184
C -2.488577 -3.839686 2.520875 0.073 -0.025 -0.136 -0.400
H -2.354920 -6.620215 1.035551 -0.006 0.009 0.015 0.293
H -1.173246 -5.157714 -0.326237 -0.039 -0.066 0.037 0.309
H -0.431596 -2.803486 -0.531802 0.003 0.030 0.009 0.568
H -3.066339 -4.089598 3.396610 -0.003 0.015 0.012 0.422
```
Forces are in eV/Å.

Values from the calculation:
- Frontier orbital gap: 7.0 eV
- Calculated total energy: -4121.3373 Ha
- Total charge: -1
- LUMO level: 0.0672 Eh

***

(3)
The following is a quantum chemistry calculation of a 2-piece molecular cluster, C12H7Cl4NO2 overall in a non-equilibrium geometry, from the OMol25 dataset.

Structure (XYZ):
```
26
Properties=species:S:1:pos:R:3:forces:R:3:mulliken_charge:R:1
O 1.926814 -0.868040 -0.101247 -0.415 -1.669 -1.297 -0.467
C 1.519767 -1.808367 -0.761869 0.918 0.255 1.413 0.343
C 1.234282 -3.180347 -0.037065 -0.067 1.215 1.797 0.234
O 1.216888 -3.200947 1.187067 0.056 -0.112 -1.961 -0.550
C 0.976950 -4.346037 -0.879346 0.257 0.110 -1.444 0.078
Cl 0.744859 -5.820826 -0.075758 -0.084 -0.227 0.080 -0.132
C 0.944782 -4.221814 -2.248010 -0.746 -0.899 1.696 0.413
Cl 0.518205 -5.598102 -3.174298 0.173 0.080 -0.132 -0.152
C 1.105523 -2.952021 -2.924362 0.471 1.692 0.293 0.275
Cl 1.002251 -2.893117 -4.633965 0.024 -0.151 0.095 -0.152
C 1.392157 -1.805623 -2.233510 -0.038 -0.835 -0.436 0.259
Cl 1.803808 -0.353652 -3.003452 -0.127 0.309 -0.152 -0.144
C -1.997408 4.257543 2.136712 -0.229 0.370 0.177 -1.281
C -1.274027 3.054743 1.552331 -0.088 0.056 0.041 1.007
C 0.113010 2.899641 1.673311 0.515 -0.626 -0.327 -0.569
C 0.740843 1.768360 1.114638 -0.975 0.277 0.083 -0.281
N 0.067625 0.804280 0.475208 -0.238 0.573 0.069 -0.250
C -1.246258 0.954779 0.339790 0.113 0.761 0.525 -0.421
C -1.960721 2.050521 0.861670 0.291 -0.601 -0.346 -0.532
H -3.080074 4.227513 1.952288 0.302 -0.204 -0.072 0.331
H -1.885341 4.349825 3.231875 0.160 -0.260 -0.425 0.297
H -1.651961 5.221370 1.721824 0.088 -0.509 0.020 0.296
H 0.750141 3.625583 2.183734 -0.387 -0.077 -0.107 0.359
H 1.812244 1.612488 1.165900 0.011 0.127 0.143 0.379
H -1.735953 0.161609 -0.214084 -0.252 0.068 0.057 0.366
H -3.038405 2.060641 0.690616 0.265 0.279 0.207 0.294
```
Forces are in eV/Å.

Values from the calculation:
- Frontier orbital gap: 7.0 eV
- Calculated total energy: -2507.4258 Ha
- SMILES string: O=C1C(=O)C(Cl)=C(Cl)C(Cl)=C1Cl.Cc1ccncc1
- LUMO level: -0.0801 Eh

***

(4)
The following is a quantum chemistry calculation of an isolated ion of composition C12H7F3N3O5S3 and charge -1 in a non-equilibrium geometry, from the OMol25 dataset.

Structure (XYZ):
```
33
Properties=species:S:1:pos:R:3:forces:R:3:mulliken_charge:R:1
F -3.174788 -3.633932 -2.673945 -0.189 0.182 -0.986 -0.247
C -2.770116 -3.563148 -1.399834 -0.747 -1.151 0.557 0.891
F -3.888278 -3.608484 -0.672098 0.052 0.529 0.451 -0.247
F -2.096212 -4.672826 -1.172051 0.303 0.100 -0.173 -0.192
S -1.766434 -2.000504 -1.429172 -2.335 0.615 -3.124 -0.411
N -1.381294 -3.233365 0.773412 -0.641 1.640 1.838 -0.812
C -2.138700 -2.042141 1.286175 2.576 -2.384 -1.600 1.000
O -2.791558 -1.877272 2.301083 0.550 -0.303 -1.754 -0.630
C -1.903130 -0.983468 0.146011 3.409 -2.258 1.217 0.465
C -0.437946 -1.346156 -0.551150 0.100 -0.052 4.270 0.856
C 0.320360 -0.308168 -0.915654 1.166 1.164 -3.241 -1.214
C 0.286050 0.816813 0.044509 -3.333 -1.707 -0.933 0.197
C -1.190199 1.313706 0.001327 0.636 1.036 0.433 -0.816
C -2.130503 0.419283 0.360895 -2.208 0.076 -0.965 -0.735
S 0.243648 -2.829005 0.398230 -3.582 -3.962 -0.405 1.472
O 0.829805 -2.850153 1.727314 0.495 0.280 -0.481 -0.628
O 0.852653 -3.682804 -0.666808 -1.029 1.456 1.997 -0.745
H 1.074061 -0.494743 -1.681727 0.158 0.344 0.414 0.316
H 1.042134 1.534391 -0.100343 0.665 1.093 -0.122 0.629
H -1.366665 2.399238 -0.171787 -0.071 -0.831 0.639 0.371
H -3.153743 0.523352 0.813239 0.907 1.016 -0.973 0.327
C 0.411634 0.048378 1.359439 0.817 1.285 2.417 0.613
C 1.859479 -0.389013 1.427615 0.601 -1.119 0.782 -0.433
O 2.369887 -1.304946 0.811269 -0.006 2.383 0.208 -0.537
N 2.621637 0.298080 2.410247 -0.114 1.459 -0.113 -0.050
C 2.344778 1.544539 2.956424 -0.200 -0.329 0.457 -0.147
S 3.612744 2.414762 3.727521 -2.129 -0.897 -0.968 -0.323
N 0.953168 1.922266 2.893174 1.140 -0.662 0.477 -0.090
C -0.024330 0.953852 2.517111 0.293 -2.003 1.048 -0.656
O -1.058060 0.741917 3.135041 1.654 1.429 -0.849 -0.557
H -0.247077 -0.836520 1.506107 0.834 1.172 -0.280 0.512
H 3.593419 0.036021 2.508864 -0.013 -0.089 -0.225 0.395
H 0.646844 2.407079 3.725656 0.243 0.491 -0.013 0.424
```
Forces are in eV/Å.

Values from the calculation:
- Frontier orbital gap: 6.0 eV
- Calculated total energy: -2495.9056 Ha
- Total charge: -1
- LUMO level: 0.0721 Eh

***

(5)
The following is a quantum chemistry calculation of C12H7F6MnN4O4S6Sb as an isolated structure in a non-equilibrium geometry, from the OMol25 dataset.

Structure (XYZ):
```
41
Properties=species:S:1:pos:R:3:forces:R:3:mulliken_charge:R:1
Mn 0.118054 0.141073 0.320475 -0.157 0.210 0.008 -0.034
S 3.125027 -1.558980 3.815785 0.107 0.072 -0.012 -0.759
Sb 1.172459 -1.935836 2.712325 -0.187 0.281 -0.343 0.864
S -0.193452 0.065007 2.486609 -0.088 -0.153 1.047 -0.539
S 1.273355 -1.734299 0.297411 0.488 -0.723 0.144 -0.444
S 0.002844 -3.759329 3.409987 -0.119 -0.083 0.014 -0.771
F -1.449069 1.759358 -3.898054 -0.126 -0.042 -0.058 -0.252
C -0.278186 2.169741 -3.398703 -0.075 0.074 0.063 0.612
F -0.534141 2.971589 -2.362120 0.216 0.127 -0.053 -0.118
F 0.341172 2.888977 -4.336524 0.034 0.033 -0.080 -0.258
S 0.736056 0.726647 -2.887360 0.094 -0.167 0.256 1.084
O 0.009462 0.165784 -1.768603 -0.064 0.092 -0.918 -0.397
O 0.828030 -0.043205 -4.086209 0.025 0.092 0.059 -0.676
N 2.089707 1.409404 -2.515605 0.137 -0.187 0.173 -0.558
S 2.630352 1.664182 -1.048072 -0.316 -0.021 -0.026 1.039
O 1.599533 1.693691 -0.023368 -0.056 0.027 -0.279 -0.339
O 3.872594 1.024483 -0.794215 -0.013 0.018 -0.034 -0.581
C 3.065893 3.441593 -1.206490 -0.044 0.011 0.010 0.544
F 3.918710 3.637831 -2.209791 0.134 0.021 -0.114 -0.230
F 3.638736 3.855777 -0.078730 0.082 0.069 0.150 -0.218
F 1.989587 4.201891 -1.425649 -0.160 0.037 -0.038 -0.220
N -2.596820 10.030348 2.419076 -0.057 0.512 0.164 -0.543
C -2.519269 8.943058 2.066898 0.112 -0.949 -0.315 0.104
C -2.419450 7.567718 1.616015 -0.006 0.672 0.269 0.409
C -3.404993 7.029092 0.811918 -0.384 -0.223 -0.328 -0.980
C -3.320985 5.714476 0.384762 -0.298 0.353 -0.028 -0.429
C -2.244637 4.926297 0.758115 0.022 -0.498 -0.165 1.579
C -1.247759 5.468072 1.556896 0.277 0.263 0.218 -0.388
C -1.340755 6.781036 1.984938 0.370 -0.284 0.122 -1.079
N -2.164631 3.590142 0.324822 -0.003 0.323 0.071 0.413
C -2.942585 2.973724 -0.653639 0.119 0.046 0.293 0.037
C -2.485068 1.707019 -0.732766 -0.035 -0.360 0.160 -1.264
N -1.459403 1.518071 0.175179 0.142 -0.375 -0.758 0.172
C -1.284894 2.639522 0.781784 -0.193 0.673 0.391 -0.361
H -4.248128 7.640548 0.521257 -0.030 -0.024 -0.024 0.407
H -4.106456 5.305270 -0.231747 -0.032 0.013 0.011 0.332
H -0.387042 4.876831 1.834488 -0.009 0.025 0.014 0.369
H -0.561832 7.200993 2.606152 0.026 -0.035 0.008 0.425
H -3.699681 3.486701 -1.216232 0.020 0.012 0.028 0.309
H -2.817776 0.908359 -1.374400 0.082 0.018 -0.009 0.515
H -0.577160 2.774175 1.587496 -0.037 0.051 -0.090 0.223
```
Forces are in eV/Å.

Values from the calculation:
- Frontier orbital gap (spin up / spin down): 4.5 / 4.5 eV
- <S²>: 0.79
- Calculated total energy: -5361.1662 Ha
- Total charge: -2
- Multiplicity: 2
- LUMO level (spin up / spin down): 0.1159 / 0.1159 Eh

***

(6)
The following is a quantum chemistry calculation of C12H7F7IN2O4S2 as an isolated structure, from the OMol25 dataset.

Structure (XYZ):
```
35
Properties=species:S:1:pos:R:3:forces:R:3:mulliken_charge:R:1
C 2.589850 2.492633 -0.612686 -0.273 -0.267 0.152 -1.250
C 1.898410 1.812042 -1.799103 0.122 0.183 0.020 0.355
F 2.824788 1.714833 -2.824996 -0.106 0.088 -0.117 -0.403
C 1.261893 0.491080 -1.415674 0.117 -0.058 -0.154 0.106
C 1.538094 -0.790591 -1.827228 0.093 -0.228 0.181 0.360
C 2.628843 -0.990929 -2.872379 0.064 0.070 0.105 0.570
F 2.316506 -0.409151 -4.036369 -0.096 0.118 -0.153 -0.281
F 3.816169 -0.518038 -2.461033 -0.028 -0.070 0.047 -0.248
F 2.855438 -2.278356 -3.187422 -0.102 -0.412 0.174 -0.314
C 0.830293 -1.927898 -1.240011 0.216 0.026 -0.286 0.647
C 1.085582 -3.381919 -1.571501 0.163 0.445 -0.074 -0.858
C 2.406040 -3.967242 -1.115563 0.091 -0.459 -0.244 0.309
O 2.918732 -4.919062 -1.594767 -0.080 0.152 0.051 -0.478
I 3.320148 -3.046009 0.609774 0.053 0.127 0.150 -0.025
C -0.136828 -1.733556 -0.310116 -0.223 -0.160 0.109 -1.028
C -0.485395 -0.433115 0.086297 0.092 0.110 -0.125 0.090
N -1.447253 -0.079013 0.941034 -0.102 0.218 0.114 -0.742
S -1.425806 1.520710 0.991307 -0.218 -0.112 0.227 0.201
N -0.236696 1.838292 -0.018700 0.009 0.192 -0.081 -0.548
C 0.214683 0.660276 -0.468103 -0.080 0.046 0.061 0.904
H 2.810567 1.776652 0.177342 0.173 -0.044 -0.020 0.326
H 1.937642 3.244345 -0.179476 0.054 0.114 -0.027 0.309
H 3.512927 2.938099 -0.968128 0.051 0.100 -0.018 0.418
H 1.095395 2.450477 -2.171522 -0.010 0.024 -0.034 0.359
H 1.013599 -3.591443 -2.632149 0.025 -0.088 -0.168 0.368
H 0.318544 -3.974754 -1.072866 0.031 -0.071 0.050 0.390
H -0.657708 -2.572228 0.128297 -0.028 -0.024 0.040 0.430
C -4.034423 1.913942 3.871590 -0.009 0.009 -0.055 0.576
F -3.377788 1.080224 3.028987 -0.007 -0.079 0.043 -0.182
F -3.392813 1.855755 5.047961 0.030 0.002 0.037 -0.257
F -3.855813 3.156419 3.384496 0.025 0.052 0.001 -0.249
S -5.821599 1.469585 4.012379 0.158 0.046 -0.026 1.113
O -5.754345 0.121844 4.529759 -0.064 -0.033 0.012 -0.652
O -6.263081 1.599122 2.641208 -0.066 -0.016 -0.013 -0.659
O -6.304593 2.476971 4.929362 -0.075 0.000 0.020 -0.658
```
Forces are in eV/Å.

Values from the calculation:
- Frontier orbital gap: 6.7 eV
- Calculated total energy: -2665.2158 Ha
- Total charge: -1
- LUMO level: 0.0305 Eh